[1]
{
  "formula": "C22H30N4O2",
  "method": "ωB97M-V/def2-TZVPD",
  "orbital_gap_ev": 8.4,
  "energy_ha": -1225.8415,
  "charge": 0,
  "max_force_ev_per_a": 0.91,
  "relative_energy_kcal_mol": 54.2,
  "homo_ha": -0.298,
  "symbols": ["C", "H", "H", "H", "C", "N", "C", "H", "C", "N", "C", "O", "C", "H", "H", "C", "N", "N", "C", "C", "C", "C", "O", "H", "H", "C", "C", "C", "C", "C", "C", "H", "H", "H", "H", "H", "H", "H", "H", "H", "H", "H", "C", "C", "C", "C", "H", "H", "H", "H", "H", "H", "H", "C", "H", "H", "H", "H"],
  "coordinates": [[0.5440, 3.5821, -1.8328], [0.7271, 3.0462, -2.7609], [0.2086, 4.5856, -2.0848], [-0.2470, 3.0827, -1.2802], [1.8007, 3.6746, -0.9744], [2.1741, 2.3905, -0.3913], [2.2710, 1.2694, -1.3060], [3.1322, 0.6504, -1.0346], [1.0065, 0.3903, -1.2207], [0.6314, 0.1620, 0.1509], [-0.4724, 0.7048, 0.6986], [-1.2909, 1.3393, 0.0661], [-0.6277, 0.4465, 2.1979], [0.0097, -0.3781, 2.5140], [-0.3369, 1.3505, 2.7354], [-2.0849, 0.1469, 2.5160], [-2.5573, -0.9995, 1.7562], [-1.6851, -1.5984, 0.9858], [-2.0540, -2.5600, 0.1853], [-3.4115, -2.9923, 0.1525], [-4.3071, -2.3954, 0.9722], [-3.9112, -1.3144, 1.8485], [-4.6316, -0.7038, 2.6175], [-5.3467, -2.6834, 1.0012], [-3.7047, -3.8004, -0.5006], [-1.0056, -3.1448, -0.6559], [-1.2922, -3.6696, -1.9135], [-0.2808, -4.1896, -2.7004], [1.0271, -4.1935, -2.2460], [1.3215, -3.6719, -0.9961], [0.3142, -3.1528, -0.2070], [0.5287, -2.7544, 0.7720], [2.3408, -3.6760, -0.6372], [1.8139, -4.6012, -2.8632], [-0.5141, -4.5907, -3.6758], [-2.3036, -3.6503, -2.2909], [-2.2369, -0.0541, 3.5808], [-2.7144, 0.9983, 2.2379], [1.3125, -0.2831, 0.7429], [1.1862, -0.5685, -1.7198], [0.1564, 0.8830, -1.6904], [2.4113, 1.5782, -2.3479], [3.2931, 2.5170, 0.5324], [4.5176, 3.1855, -0.1219], [4.1527, 4.5098, -0.7885], [2.9726, 4.3131, -1.7367], [2.6614, 5.2716, -2.1549], [3.2702, 3.6668, -2.5661], [3.8861, 5.2480, -0.0293], [5.0173, 4.8973, -1.3332], [5.2942, 3.3407, 0.6293], [4.9167, 2.5082, -0.8822], [3.5785, 1.4973, 0.8221], [2.8641, 3.2271, 1.8191], [2.7717, 4.2997, 1.6837], [3.5998, 3.0468, 2.5993], [1.9030, 2.8361, 2.1425], [1.5586, 4.3239, -0.1259]]
}



[2]
{
  "formula": "C22H30O2RuSi",
  "method": "ωB97M-V/def2-TZVPD",
  "orbital_gap_ev": [6.6, 6.8],
  "energy_ha": -1390.5919,
  "charge": 1,
  "max_force_ev_per_a": 3.98,
  "spin_multiplicity": 6,
  "relative_energy_kcal_mol": 0.0,
  "homo_ha": [-0.326, -0.436],
  "symbols": ["C", "C", "C", "H", "C", "C", "H", "H", "H", "H", "Ru", "C", "H", "H", "H", "Si", "C", "C", "H", "C", "H", "C", "H", "C", "H", "C", "H", "C", "C", "H", "C", "H", "C", "H", "C", "H", "C", "H", "H", "H", "C", "O", "C", "C", "O", "C", "H", "H", "H", "H", "H", "H", "H", "H", "H", "H"],
  "coordinates": [[0.3084, 1.5762, 1.5393], [-0.6864, 2.0959, 0.6182], [-1.9853, 1.9197, 1.2121], [-0.4853, 2.6521, -0.2939], [-1.7769, 1.3626, 2.5250], [-0.3687, 1.1621, 2.7128], [0.1187, 0.8358, 3.6269], [1.3838, 1.5556, 1.3738], [-2.9180, 2.2668, 0.7840], [-2.5547, 1.1765, 3.2647], [-1.2512, 0.0048, 0.6672], [-1.4611, -1.5485, -0.7225], [-2.4879, -1.2602, -0.4038], [-1.0063, -2.3498, -0.1556], [-1.7121, -1.9769, -1.7173], [-0.2436, -0.1607, -1.6938], [1.5251, -0.3308, -2.2921], [2.3119, 0.8480, -2.3196], [1.8568, 1.8285, -2.1591], [3.6808, 0.7448, -2.5291], [4.2930, 1.6473, -2.5404], [4.2590, -0.5175, -2.7057], [5.3413, -0.6092, -2.7601], [3.4572, -1.6690, -2.7754], [3.9010, -2.6336, -2.9996], [2.0853, -1.5867, -2.5253], [1.4441, -2.4697, -2.5138], [-1.3778, 0.9215, -2.6790], [-0.8719, 1.6311, -3.7725], [0.1372, 1.4329, -4.1313], [-1.6813, 2.5863, -4.3949], [-1.3166, 3.1158, -5.2667], [-2.9611, 2.8605, -3.9010], [-3.5898, 3.6075, -4.3829], [-3.4340, 2.1839, -2.7747], [-4.4153, 2.3935, -2.3679], [-2.6390, 1.2148, -2.1639], [-3.0013, 0.7104, -1.2632], [-2.6689, -0.5521, 1.1525], [0.2469, 0.9778, -0.9611], [2.8264, -0.7408, 2.5100], [1.4691, -1.1545, 2.4339], [1.2078, -2.4189, 3.0132], [-0.2644, -2.7510, 2.8050], [-1.1172, -1.6148, 2.9906], [-1.3050, -1.2911, 4.3716], [3.5383, -1.5473, 2.2602], [2.9478, 0.0825, 1.7970], [3.0687, -0.3630, 3.5211], [1.8014, -3.1963, 2.5059], [1.4439, -2.4211, 4.0905], [-0.4150, -3.0759, 1.7605], [-0.5643, -3.5501, 3.5080], [-1.7128, -2.1605, 4.8972], [-0.3539, -0.9760, 4.8267], [-2.0268, -0.4691, 4.3982]]
}



[3]
{
  "formula": "C22H31AsN4O4ReSSi2",
  "method": "ωB97M-V/def2-TZVPD",
  "orbital_gap_ev": [6.6, 7.0],
  "energy_ha": -4667.5440,
  "charge": 2,
  "max_force_ev_per_a": 3.98,
  "spin_multiplicity": 4,
  "relative_energy_kcal_mol": 0.0,
  "homo_ha": [-0.522, -0.535],
  "symbols": ["Re", "C", "N", "C", "C", "N", "C", "S", "C", "C", "C", "C", "C", "N", "H", "H", "H", "H", "H", "H", "H", "H", "H", "O", "C", "O", "C", "C", "C", "C", "C", "C", "N", "O", "O", "H", "H", "H", "H", "C", "Si", "C", "C", "As", "Si", "C", "C", "C", "H", "H", "H", "H", "H", "H", "H", "H", "H", "H", "H", "H", "H", "H", "H", "H", "H", "H"],
  "coordinates": [[-0.6018, -0.5036, 0.1127], [0.9517, -4.4743, 3.1530], [0.1161, -4.5154, 1.9499], [-0.1469, -5.6672, 1.1724], [-0.8986, -5.3055, 0.1578], [-1.1117, -3.8696, 0.2270], [-0.4249, -3.4118, 1.3218], [-0.3028, -1.8787, 1.9541], [-2.1340, -3.1509, -0.4428], [-3.2381, -3.8291, -0.9957], [-4.1849, -3.1685, -1.7914], [-3.9790, -1.7798, -2.0642], [-2.8768, -1.1759, -1.4886], [-2.0386, -1.8094, -0.5929], [1.4815, -5.4269, 3.2169], [0.3434, -4.2910, 4.0474], [1.6684, -3.6654, 3.0533], [0.2370, -6.6339, 1.4685], [-1.2954, -5.8695, -0.6881], [-3.3071, -4.9043, -0.7833], [-5.0847, -3.7236, -2.1270], [-4.6654, -1.1808, -2.6706], [-2.6219, -0.1331, -1.6731], [-1.6220, 0.8980, 1.4063], [-0.5470, 1.2454, 1.9850], [0.5607, 0.7573, 1.5502], [-0.4241, 2.1115, 3.1684], [0.8171, 2.0709, 3.8227], [1.0562, 2.7462, 4.9848], [0.0008, 3.5112, 5.4866], [-1.2648, 3.5350, 4.8995], [-1.4782, 2.8149, 3.7578], [0.2177, 4.2397, 6.6853], [-0.7787, 4.7898, 7.2118], [1.4021, 4.2869, 7.1276], [1.6005, 1.4094, 3.4125], [2.0264, 2.6818, 5.5210], [-2.0614, 4.1170, 5.3826], [-2.4890, 2.8219, 3.3172], [-0.0319, -1.9958, -4.1345], [0.9083, -0.3767, -3.8129], [2.7471, -0.8192, -3.9550], [0.4714, 0.7446, -5.2775], [0.5286, 0.5648, -1.7400], [1.4069, 2.6589, -1.2962], [2.9529, 2.9858, -2.3817], [2.0361, 3.1956, 0.4152], [0.1286, 4.0293, -1.7202], [0.3524, -2.4599, -5.0618], [-1.1102, -1.8149, -4.3000], [0.0865, -2.7525, -3.3314], [3.0082, -0.8559, -5.0345], [2.9178, -1.8207, -3.5027], [3.4072, -0.0959, -3.4742], [0.8572, 0.2148, -6.1664], [0.9740, 1.7169, -5.2267], [-0.6092, 0.8704, -5.4245], [3.8624, 2.4850, -2.0142], [3.1026, 4.0665, -2.2927], [2.8522, 2.7414, -3.4498], [2.3943, 2.3840, 1.0596], [1.2617, 3.7406, 0.9771], [2.8456, 3.9013, 0.2423], [-0.2616, 4.0343, -2.7445], [0.7298, 4.9419, -1.5639], [-0.7208, 4.0470, -1.0256]]
}



[4]
{
  "formula": "C22H31BrFeN6O3S",
  "method": "ωB97M-V/def2-TZVPD",
  "orbital_gap_ev": [8.0, 5.5],
  "energy_ha": -5646.2198,
  "charge": 3,
  "max_force_ev_per_a": 3.04,
  "spin_multiplicity": 2,
  "homo_ha": [-0.603, -0.607],
  "symbols": ["Fe", "C", "C", "N", "C", "C", "S", "C", "C", "N", "H", "H", "H", "H", "H", "H", "H", "H", "H", "H", "H", "H", "H", "H", "C", "O", "C", "C", "C", "Br", "C", "C", "C", "O", "C", "N", "C", "C", "C", "C", "C", "C", "N", "H", "H", "H", "H", "H", "H", "H", "H", "H", "H", "H", "C", "N", "C", "N", "O", "H", "H", "H", "H", "H", "H"],
  "coordinates": [[-0.1985, -0.2167, 0.2070], [0.4481, -3.1842, -0.8221], [1.8365, -2.8028, -0.3095], [1.7920, -1.5625, 0.4741], [2.9799, -0.7097, 0.3579], [3.1604, -0.1473, -1.0490], [1.6007, 0.3876, -1.8304], [1.2454, -0.9640, -3.0067], [-0.0651, -1.6946, -2.7433], [-0.3173, -2.0355, -1.3339], [-0.1359, -3.6299, -0.0158], [0.5662, -3.9481, -1.5963], [2.5209, -2.6668, -1.1431], [2.2188, -3.6403, 0.2779], [1.6791, -1.7860, 1.4568], [3.8940, -1.2495, 0.6276], [2.8555, 0.1156, 1.0611], [3.6468, -0.8466, -1.7254], [3.7933, 0.7368, -0.9955], [2.0993, -1.6366, -3.0099], [1.1815, -0.5028, -3.9908], [-0.0574, -2.6001, -3.3594], [-0.8943, -1.0762, -3.0884], [-1.2967, -2.2964, -1.2752], [-2.6288, 1.3737, -1.6600], [-1.5532, 1.5328, -0.7100], [-1.3354, 2.7693, -0.2226], [-2.0434, 3.8819, -0.5714], [-1.7105, 5.1101, 0.0173], [-2.6727, 6.6359, -0.4658], [-0.6755, 5.2160, 0.9535], [0.0592, 4.1110, 1.3295], [-0.2501, 2.8195, 0.7416], [0.3681, 1.7530, 1.0202], [1.1271, 4.2527, 2.3081], [1.9149, 3.2651, 2.7495], [2.8117, 3.7505, 3.6829], [3.8112, 3.1363, 4.4289], [4.5179, 3.9447, 5.2927], [4.2439, 5.3189, 5.4145], [3.2548, 5.9327, 4.6769], [2.5404, 5.1206, 3.8034], [1.4948, 5.3789, 2.9336], [-2.4247, 1.9464, -2.5644], [-3.5781, 1.6782, -1.2204], [-2.6702, 0.3154, -1.8986], [-2.8481, 3.8518, -1.2912], [-0.4711, 6.1937, 1.3676], [1.7836, 2.3223, 2.4101], [4.0236, 2.0798, 4.3418], [5.3025, 3.5111, 5.8969], [4.8272, 5.9068, 6.1092], [3.0494, 6.9892, 4.7816], [1.0748, 6.2860, 2.8001], [-2.9124, -2.6979, 4.5521], [-2.5262, -1.8674, 3.4162], [-1.4256, -2.0371, 2.6904], [-0.6360, -3.0908, 2.9685], [-1.1283, -1.2271, 1.7666], [-3.8695, -2.3554, 4.9308], [-2.1775, -2.6234, 5.3553], [-3.0254, -3.7421, 4.2567], [-3.0938, -1.0688, 3.1915], [-0.8867, -3.7796, 3.6575], [0.1837, -3.2463, 2.4167]]
}



Copy entry 4 word for word.
{
  "formula": "C22H31BrFeN6O3S",
  "method": "ωB97M-V/def2-TZVPD",
  "orbital_gap_ev": [8.0, 5.5],
  "energy_ha": -5646.2198,
  "charge": 3,
  "max_force_ev_per_a": 3.04,
  "spin_multiplicity": 2,
  "homo_ha": [-0.603, -0.607],
  "symbols": ["Fe", "C", "C", "N", "C", "C", "S", "C", "C", "N", "H", "H", "H", "H", "H", "H", "H", "H", "H", "H", "H", "H", "H", "H", "C", "O", "C", "C", "C", "Br", "C", "C", "C", "O", "C", "N", "C", "C", "C", "C", "C", "C", "N", "H", "H", "H", "H", "H", "H", "H", "H", "H", "H", "H", "C", "N", "C", "N", "O", "H", "H", "H", "H", "H", "H"],
  "coordinates": [[-0.1985, -0.2167, 0.2070], [0.4481, -3.1842, -0.8221], [1.8365, -2.8028, -0.3095], [1.7920, -1.5625, 0.4741], [2.9799, -0.7097, 0.3579], [3.1604, -0.1473, -1.0490], [1.6007, 0.3876, -1.8304], [1.2454, -0.9640, -3.0067], [-0.0651, -1.6946, -2.7433], [-0.3173, -2.0355, -1.3339], [-0.1359, -3.6299, -0.0158], [0.5662, -3.9481, -1.5963], [2.5209, -2.6668, -1.1431], [2.2188, -3.6403, 0.2779], [1.6791, -1.7860, 1.4568], [3.8940, -1.2495, 0.6276], [2.8555, 0.1156, 1.0611], [3.6468, -0.8466, -1.7254], [3.7933, 0.7368, -0.9955], [2.0993, -1.6366, -3.0099], [1.1815, -0.5028, -3.9908], [-0.0574, -2.6001, -3.3594], [-0.8943, -1.0762, -3.0884], [-1.2967, -2.2964, -1.2752], [-2.6288, 1.3737, -1.6600], [-1.5532, 1.5328, -0.7100], [-1.3354, 2.7693, -0.2226], [-2.0434, 3.8819, -0.5714], [-1.7105, 5.1101, 0.0173], [-2.6727, 6.6359, -0.4658], [-0.6755, 5.2160, 0.9535], [0.0592, 4.1110, 1.3295], [-0.2501, 2.8195, 0.7416], [0.3681, 1.7530, 1.0202], [1.1271, 4.2527, 2.3081], [1.9149, 3.2651, 2.7495], [2.8117, 3.7505, 3.6829], [3.8112, 3.1363, 4.4289], [4.5179, 3.9447, 5.2927], [4.2439, 5.3189, 5.4145], [3.2548, 5.9327, 4.6769], [2.5404, 5.1206, 3.8034], [1.4948, 5.3789, 2.9336], [-2.4247, 1.9464, -2.5644], [-3.5781, 1.6782, -1.2204], [-2.6702, 0.3154, -1.8986], [-2.8481, 3.8518, -1.2912], [-0.4711, 6.1937, 1.3676], [1.7836, 2.3223, 2.4101], [4.0236, 2.0798, 4.3418], [5.3025, 3.5111, 5.8969], [4.8272, 5.9068, 6.1092], [3.0494, 6.9892, 4.7816], [1.0748, 6.2860, 2.8001], [-2.9124, -2.6979, 4.5521], [-2.5262, -1.8674, 3.4162], [-1.4256, -2.0371, 2.6904], [-0.6360, -3.0908, 2.9685], [-1.1283, -1.2271, 1.7666], [-3.8695, -2.3554, 4.9308], [-2.1775, -2.6234, 5.3553], [-3.0254, -3.7421, 4.2567], [-3.0938, -1.0688, 3.1915], [-0.8867, -3.7796, 3.6575], [0.1837, -3.2463, 2.4167]]
}